A structure of composition C36H96N6O13V at a distorted geometry, computed with ωB97M-V/def2-TZVPD.

- ⟨S²⟩ = 3.7551
- highest occupied orbital energy (spin up / spin down) (eV) = -6.41 / -7.67
- 2S+1 = 4
- energy above the lowest of the compared OMol25 structures with the same formula, charge and spin (kJ/mol) = 146.1
- LUMO (spin up / spin down) (eV) = 0.3 / 0.3
- total energy (eV) = -100130.9610
- F_max (eV Å⁻¹) = 2.20

Each line ends with the Löwdin charge.
Geometry (Å):
V: 28.293497 16.020172 -7.191175  0.856
O: 27.465981 15.681909 -5.184764  -0.383
C: 26.177802 16.244267 -5.094807  -0.314
C: 25.757152 17.189070 -6.286759  -0.328
O: 26.404582 17.046823 -7.530262  -0.368
H: 26.140391 16.858515 -4.179296  0.086
H: 25.428809 15.447894 -4.993174  0.080
H: 25.738240 18.231870 -5.932912  0.078
H: 24.672806 16.999048 -6.392123  0.094
C: 21.040293 19.290529 -5.761973  -0.059
O: 22.061424 20.136715 -5.218804  -0.203
C: 22.459581 19.732791 -3.927507  -0.230
C: 23.888604 20.197039 -3.682522  -0.196
N: 23.914108 21.645260 -3.479641  -0.034
C: 25.231027 22.216225 -3.571484  -0.217
C: 25.191578 23.723007 -3.770913  -0.221
O: 24.197753 24.069467 -4.714435  -0.199
C: 24.145729 25.463604 -4.915436  -0.113
H: 21.553716 18.360010 -6.025327  0.091
H: 20.652477 19.774494 -6.653372  0.090
H: 20.294811 19.123772 -4.983865  0.059
H: 22.428112 18.646922 -3.809449  0.089
H: 21.796170 20.223203 -3.205105  0.126
H: 24.484098 19.988806 -4.583068  0.101
H: 24.318233 19.611095 -2.864846  0.111
H: 23.320004 21.994259 -4.226376  0.103
H: 25.841844 21.741097 -4.358844  0.105
H: 25.891930 22.063548 -2.713728  0.100
H: 26.193775 24.024200 -4.098145  0.125
H: 24.975517 24.251254 -2.836367  0.122
H: 25.120687 25.818250 -5.270551  0.086
H: 23.932928 25.987613 -3.979741  0.086
H: 23.416083 25.696112 -5.685038  0.086
C: 30.069726 16.167203 -10.104738  -0.073
O: 28.929843 15.845174 -9.331566  -0.258
C: 28.073572 15.008822 -10.127389  -0.168
C: 27.116614 14.126130 -9.297028  -0.155
N: 27.596460 13.989100 -7.924883  -0.082
C: 28.736052 13.056493 -7.841535  -0.141
C: 29.587942 13.399671 -6.604613  -0.181
O: 30.138088 14.710848 -6.669254  -0.245
C: 31.252912 14.908768 -5.844234  -0.079
H: 30.757088 15.315791 -10.106624  0.101
H: 30.602402 17.046360 -9.745978  0.081
H: 29.825174 16.401724 -11.144235  0.099
H: 28.667211 14.389224 -10.805429  0.118
H: 27.475277 15.623076 -10.806779  0.136
H: 27.005772 13.183210 -9.842597  0.130
H: 26.143463 14.610400 -9.223028  0.102
H: 26.866456 13.512858 -7.386084  0.094
H: 29.434617 13.101536 -8.678609  0.129
H: 28.428807 12.027519 -7.647454  0.111
H: 30.395787 12.666640 -6.502425  0.130
H: 28.975814 13.293946 -5.702454  0.116
H: 31.012715 14.963397 -4.775407  0.099
H: 31.687472 15.894034 -6.012804  0.078
H: 32.030373 14.162291 -6.014969  0.099
C: 28.670083 19.594997 -7.714435  -0.046
C: 30.009898 18.952543 -7.447782  -0.394
C: 30.969466 19.827501 -6.694172  -0.204
O: 32.137093 19.100087 -6.377210  -0.190
C: 33.182164 19.912826 -5.921960  -0.114
N: 29.820537 17.605686 -6.818205  0.025
H: 28.072980 19.605453 -6.787718  0.078
H: 28.021793 19.000057 -8.352233  0.067
H: 28.691862 20.663397 -7.938868  0.093
H: 30.484303 18.770273 -8.423154  0.126
H: 30.496782 20.196612 -5.771226  0.125
H: 31.214952 20.676502 -7.344281  0.136
H: 32.888597 20.495175 -5.041114  0.085
H: 33.541057 20.627525 -6.671844  0.089
H: 34.035672 19.294153 -5.649696  0.089
H: 30.824876 17.415685 -6.724884  0.063
H: 29.642858 17.820497 -5.816922  0.060
C: 30.516037 19.303062 -2.433436  -0.040
C: 29.172271 18.699037 -2.853655  -0.423
C: 28.163816 19.713027 -3.338403  -0.200
O: 27.929871 20.747523 -2.413123  -0.199
C: 27.315517 20.386741 -1.195201  -0.104
N: 29.469073 17.657827 -3.842853  0.064
H: 31.074118 19.798767 -3.230411  0.066
H: 31.131655 18.497021 -2.028843  0.078
H: 30.425610 20.058258 -1.648159  0.077
H: 28.726563 18.206780 -1.975199  0.120
H: 27.235022 19.220479 -3.668511  0.121
H: 28.544944 20.188248 -4.248755  0.119
H: 27.922378 19.645897 -0.659461  0.079
H: 26.343652 19.921985 -1.390945  0.085
H: 27.276873 21.239853 -0.523481  0.094
H: 28.602756 17.124052 -3.973655  0.060
H: 30.187229 17.025778 -3.519578  0.080
C: 26.548082 10.521585 -5.917144  -0.053
C: 26.152257 11.724826 -5.076304  -0.440
C: 24.903032 12.457406 -5.547122  -0.194
O: 25.115301 12.992982 -6.843726  -0.220
C: 23.937529 13.546713 -7.402016  -0.077
N: 26.044982 11.299440 -3.676145  0.048
H: 26.802582 10.823217 -6.933638  0.058
H: 25.727836 9.798997 -5.935747  0.084
H: 27.440064 10.032766 -5.526704  0.083
H: 26.984357 12.441610 -5.086341  0.121
H: 24.624305 13.242801 -4.843133  0.114
H: 24.093057 11.714221 -5.580704  0.130
H: 24.186000 13.920633 -8.392751  0.073
H: 23.485111 14.328907 -6.790668  0.093
H: 23.191374 12.758522 -7.567723  0.092
H: 25.636253 12.038292 -3.109864  0.065
H: 25.373162 10.531764 -3.650256  0.073
C: 21.648299 15.824562 -3.231986  -0.054
C: 20.661502 16.035973 -2.079844  -0.437
C: 19.949055 17.393021 -2.165690  -0.198
O: 19.198964 17.463978 -3.374926  -0.216
C: 18.295957 18.546316 -3.386479  -0.124
N: 19.792426 14.862310 -2.021029  0.039
H: 22.281556 14.959652 -3.052835  0.073
H: 22.327904 16.657160 -3.406874  0.055
H: 21.025430 15.670586 -4.116502  0.081
H: 21.201406 16.103366 -1.126432  0.134
H: 20.675803 18.212522 -2.203727  0.109
H: 19.266714 17.519919 -1.316180  0.122
H: 18.835669 19.480038 -3.185801  0.086
H: 17.529101 18.485987 -2.602334  0.087
H: 17.812353 18.470813 -4.357719  0.094
H: 19.002787 15.092743 -1.420657  0.072
H: 19.410737 14.765305 -2.961217  0.070
C: 21.938689 17.438596 -9.954995  -0.094
C: 23.365560 17.683817 -9.550217  -0.332
O: 23.968730 16.471646 -9.128033  -0.101
H: 21.801715 16.511632 -10.519776  0.072
H: 21.515637 18.240305 -10.560079  0.072
H: 21.313591 17.279246 -9.071798  0.066
H: 23.397107 18.443746 -8.761333  0.100
H: 23.931168 18.115279 -10.385733  0.112
H: 24.778776 16.695877 -8.628727  0.034
C: 24.729607 22.084150 -8.355947  -0.070
C: 25.122511 20.846568 -7.557862  -0.325
O: 25.676823 19.883863 -8.433418  -0.107
H: 23.825508 21.884610 -8.934971  0.071
H: 25.537283 22.346924 -9.038339  0.073
H: 24.429698 22.881260 -7.673066  0.064
H: 24.181698 20.417192 -7.183774  0.098
H: 25.780337 21.057076 -6.706951  0.094
H: 25.754212 19.004065 -8.020549  0.036
C: 27.669590 13.648600 -0.846957  -0.094
C: 27.747964 14.810334 -1.812552  -0.322
O: 28.527079 14.425852 -2.946345  -0.123
H: 27.093729 12.793728 -1.214111  0.055
H: 27.134124 13.907684 0.073219  0.070
H: 28.653177 13.258914 -0.588181  0.074
H: 28.230729 15.654171 -1.300820  0.097
H: 26.782892 15.159834 -2.193059  0.109
H: 28.026581 14.729886 -3.731528  0.016

Cartesian forces, eV/Å:
-0.72 -0.07 0.72
0.32 0.39 -1.00
0.84 0.21 -0.44
-0.72 -0.39 0.12
0.50 -0.49 0.65
-0.37 0.04 0.12
-0.14 -0.07 -0.02
0.64 0.26 0.07
-0.10 -0.10 -0.20
1.21 0.26 0.58
-0.17 0.13 -0.40
0.51 0.33 0.02
-0.04 0.26 -0.41
-0.41 -0.62 0.58
0.62 0.34 -0.42
-0.12 -0.23 0.00
0.08 0.00 -0.24
0.61 -0.11 -0.07
-0.49 -0.26 -0.12
-0.16 -0.01 0.06
-0.29 -0.17 -0.36
-0.18 -0.03 -0.12
-0.03 -0.26 0.25
-0.01 -0.48 -0.04
0.03 0.34 0.22
0.25 0.49 0.09
-0.25 0.14 -0.42
-0.58 -0.22 0.41
-0.03 0.23 -0.13
-0.04 -0.10 0.17
0.03 0.10 -0.03
-0.23 0.06 0.01
-0.22 -0.11 0.12
0.76 0.16 -0.26
-0.47 -0.21 -0.56
-0.61 -0.21 -0.36
0.02 0.90 0.00
0.50 -1.09 -0.22
1.29 0.73 1.44
-0.22 -0.71 0.38
-0.63 -0.05 -0.81
0.55 0.67 0.95
0.04 0.01 0.00
-0.27 -0.10 0.53
-0.33 -0.11 0.05
0.37 -0.10 0.35
0.00 0.26 0.18
-0.07 -0.13 0.20
0.01 0.03 -0.13
-0.26 0.74 0.00
-0.46 0.06 -0.40
-0.14 -0.12 -0.47
0.09 0.04 -0.18
-0.03 0.24 0.06
-0.37 -0.57 -0.04
-0.04 -0.12 -0.53
-0.11 -0.14 -0.06
-0.82 0.29 1.45
-0.74 -0.58 -1.30
-0.17 0.37 0.37
0.06 -0.27 -0.28
0.41 0.39 0.33
1.25 1.71 0.61
0.24 -0.20 0.18
0.33 0.22 -0.49
0.25 -0.18 -0.70
-0.01 -0.09 0.08
0.10 0.09 0.00
0.02 0.11 0.15
-0.08 -0.05 0.05
-0.23 -0.05 -0.20
-0.15 -0.20 0.01
-0.38 -1.06 -0.11
-0.38 -0.17 -0.06
-0.15 0.31 0.57
1.10 -0.58 0.76
0.03 -0.03 -0.83
0.16 0.61 0.09
0.53 -1.05 -0.06
-1.29 0.63 -0.49
-0.23 -0.23 -0.33
0.12 0.05 -0.04
-0.22 -0.12 0.03
0.16 0.18 0.13
-0.11 -0.08 0.35
0.08 0.16 0.12
-0.06 -0.05 -0.02
-0.19 0.27 0.22
-0.33 0.28 -0.36
0.45 -0.45 -0.38
-0.10 -0.09 0.27
-0.08 0.22 -0.20
0.89 0.53 0.56
0.13 -0.72 -0.47
-0.13 -0.03 0.40
-0.21 -0.48 -0.56
-0.62 -0.32 -0.20
-0.35 -0.06 -0.11
0.05 -0.07 -0.15
-0.08 0.04 0.29
-0.09 0.08 -0.14
0.04 0.17 0.08
-0.21 0.12 -0.04
0.03 0.33 0.17
0.23 0.14 0.06
-0.02 -0.04 0.22
0.16 0.03 -0.02
0.12 0.04 0.21
-0.33 0.08 0.18
0.74 0.50 0.38
-0.24 -0.33 -0.90
-0.10 -0.36 0.45
0.14 -0.29 0.21
-0.27 0.56 -0.21
-0.18 -0.24 -0.01
-0.20 0.15 0.06
0.37 -0.02 -0.24
0.12 -0.17 -0.07
0.10 -0.02 0.42
0.10 0.03 0.12
-0.13 0.17 -0.49
0.03 -0.31 0.01
-0.02 0.60 -0.01
0.01 -0.26 -0.05
-0.17 -0.18 0.21
-0.71 -0.66 0.15
0.36 0.32 -0.30
-0.01 0.02 0.22
0.41 0.07 -0.18
0.09 0.16 0.15
-0.03 0.25 0.04
0.02 -0.09 0.08
-0.01 -0.07 -0.03
0.23 -0.06 0.03
-0.13 -0.38 0.28
-1.14 -0.65 -0.21
0.38 0.00 -0.38
0.19 -0.21 -0.20
-0.02 0.36 0.11
0.44 0.19 -0.03
0.14 0.19 0.53
0.09 0.15 -0.10
0.12 0.13 0.03
-0.87 -0.45 0.44
0.54 -0.24 -0.43
-0.16 0.01 0.20
0.17 0.12 -0.47
0.29 0.30 0.05
0.11 0.23 -0.03
-0.03 0.06 -0.07
-0.19 -0.11 0.41
0.25 0.31 -0.45